[1]
3 unconnected molecules or ions with the total composition C4H7NO2. Source: OMol25; level of theory: ωB97M-V/def2-TZVPD.

As for the structure (SMILES): CC#N.C=O.C=O. The spin multiplicity is 1. Its HOMO energy is -9.701 eV. The LUMO energy comes out at 0.1 eV. The HOMO-LUMO gap comes out at 0.3619 Eh.

XYZ file:
```
14
C4H7NO2 ωB97M-V/def2-TZVPD
C -2.496 -0.183 -0.171
C -1.365 0.729 -0.169
N -0.616 1.607 -0.227
H -2.581 -0.710 0.780
H -3.367 0.451 -0.338
H -2.401 -0.913 -0.976
C 1.102 -1.057 0.819
O -0.064 -1.255 0.575
H 1.445 -0.436 1.666
H 1.897 -1.501 0.194
C 2.111 0.814 -0.536
O 3.156 1.010 0.035
H 1.128 1.014 -0.075
H 2.051 0.431 -1.578
```

[2]
2 unconnected molecules or ions with the total composition H3N2OP. Source: OMol25; level of theory: ωB97M-V/def2-TZVPD.

The spin multiplicity is 1. Its HOMO energy (spin up / spin down) is -8.376 / -7.127 eV. The LUMO energy (spin up / spin down) comes out at 0.0 / -0.7 eV. The HOMO-LUMO gap (spin up / spin down) comes out at 0.3062 / 0.2346 Eh.

XYZ file:
```
7
H3N2OP ωB97M-V/def2-TZVPD
N 0.404 -0.509 -0.460
N 1.440 -0.052 0.256
O -3.159 -0.515 0.208
P -2.286 0.632 0.018
H 1.766 0.906 0.148
H 1.444 -0.408 1.202
H 0.391 -0.054 -1.372
```

[3]
A molecular structure, C23H19BrIrN4O4S. Source: OMol25; level of theory: ωB97M-V/def2-TZVPD.

The spin multiplicity is 1. Its HOMO energy is -10.493 eV. The total charge is +1. The LUMO energy comes out at -3.5 eV. The HOMO-LUMO gap comes out at 0.2576 Eh.

XYZ file:
```
53
C23H19BrIrN4O4S ωB97M-V/def2-TZVPD
Ir 0.373 0.007 -0.004
Br -0.084 -6.080 4.160
C 0.248 -4.385 3.391
C 1.356 -3.634 3.824
C 1.631 -2.425 3.249
C 0.824 -1.890 2.214
O 1.204 -0.782 1.659
C -0.340 -2.623 1.837
C -1.307 -2.174 0.886
N -1.302 -1.053 0.244
C -2.317 -0.753 -0.714
C -3.562 -1.305 -0.774
C -4.431 -0.980 -1.839
C -4.058 -0.102 -2.812
C -2.801 0.545 -2.735
C -2.352 1.521 -3.656
C -1.147 2.128 -3.461
C -0.349 1.754 -2.365
N -0.719 0.818 -1.522
C -1.945 0.217 -1.675
C -0.578 -3.891 2.431
H 1.996 -4.024 4.605
H 2.486 -1.841 3.564
H -2.088 -2.885 0.631
H -3.904 -1.967 0.011
H -5.409 -1.441 -1.878
H -4.716 0.122 -3.642
H -2.976 1.792 -4.499
H -0.794 2.897 -4.132
H 0.604 2.228 -2.171
H -1.444 -4.461 2.114
O 2.244 0.658 -0.546
N 2.912 1.379 0.362
C 4.256 1.328 0.366
C 4.974 2.086 1.251
C 4.285 2.901 2.152
C 2.910 2.936 2.115
C 2.214 2.150 1.196
S 0.490 2.129 1.062
H 4.691 0.662 -0.364
H 6.052 2.032 1.240
H 4.822 3.493 2.880
H 2.335 3.551 2.793
N 2.642 -3.908 -0.294
C 1.446 -4.314 -1.033
C 0.613 -3.085 -1.363
O -0.536 -3.095 -1.694
O 1.312 -1.929 -1.231
H 3.426 -4.521 -0.472
H 2.472 -3.906 0.706
H 2.209 -2.198 -0.902
H 0.809 -5.028 -0.509
H 1.738 -4.760 -1.985
```